[1]
A molecular structure, C27H52DyP2Si at a distorted geometry. Source: the Open Molecules 2025 dataset; level of theory: ωB97M-V/def2-TZVPD.

ORCA input file:
```
! RIJCOSX wB97M-V def2-TZVPD def2/J DEFGRID3
* xyz 1 6
Dy 0.38263 1.12074 0.82512
C 2.58947 0.55377 -0.69823
C 1.86249 1.49564 -1.48435
C 2.54520 2.56823 0.45645
C 3.04971 1.23075 0.48592
C 1.78905 2.72415 -0.73845
C 3.11375 -0.76243 -1.14212
H 2.57606 -1.16667 -2.00299
H 3.07139 -1.50178 -0.32789
H 4.17940 -0.69002 -1.43499
C 4.15388 0.74642 1.35651
H 4.66010 -0.11157 0.90657
H 3.76720 0.44653 2.33662
H 4.91175 1.52987 1.53064
C 2.96665 3.64551 1.38842
H 4.05651 3.66072 1.54023
H 2.50577 3.51961 2.37293
H 2.68396 4.63463 1.00793
C 1.29751 4.03383 -1.26477
H 2.07265 4.80982 -1.18987
H 0.42964 4.39493 -0.70305
H 1.01217 3.96098 -2.31574
C 1.56945 1.38549 -2.93886
H 2.22327 2.06032 -3.52082
H 0.53262 1.65872 -3.18650
H 1.75533 0.37639 -3.31189
C 0.05821 -4.26721 -0.86023
C 0.00074 -4.48177 -2.18135
C -0.89347 -3.78803 -3.17049
C -2.26087 -3.35108 -2.57393
C -2.24112 -1.83342 -2.23965
C -0.91214 -1.37529 -1.94180
C -0.23712 -1.70948 -0.64654
C -0.58688 -3.12495 -0.11481
H -1.12968 -4.48068 -3.98865
H -2.49615 -3.96250 -1.69859
H -0.38255 -2.93732 -3.64386
H -1.67807 -3.22213 -0.07806
H 0.63835 -4.92938 -0.20847
H 0.66012 -5.23796 -2.63276
H -0.27819 -3.21226 0.93540
H 0.84779 -1.60576 -0.78796
H -0.30572 -0.84628 -2.68273
H -0.48507 -0.99953 0.22791
H -3.06088 -3.53867 -3.29973
H -2.63792 -1.30970 -3.12893
P -3.28698 -1.21145 -0.81724
C -3.89579 -2.60236 0.14180
C -4.72382 -0.68380 -1.81410
P -1.42966 1.18037 -0.87509
C -2.81416 0.29130 0.01872
C -2.15486 1.60254 -2.49869
C -1.57291 2.74592 0.07473
H -3.56248 -2.57484 1.17885
H -3.62501 -3.57487 -0.27923
H -4.98677 -2.54645 0.10969
H -5.63106 -0.94885 -1.25791
H -4.73813 -1.21372 -2.78163
H -4.72168 0.39587 -2.00827
H -2.56753 2.72465 0.51196
H -1.45713 3.56826 -0.64429
H -0.84305 2.89904 0.90664
H -2.59107 0.08504 1.08448
H -3.67460 0.99002 -0.01203
H -1.68721 2.53465 -2.85057
H -3.23617 1.79319 -2.43574
H -1.96576 0.85709 -3.28760
C 1.16389 -0.92423 2.72122
Si 0.96595 0.58233 3.85063
C -0.00877 0.06797 5.36824
C 2.68926 1.11390 4.47043
C 0.14388 2.00349 2.96685
H 1.94066 -1.54246 3.20093
H 1.54140 -0.80886 1.67410
H 0.24368 -1.52503 2.71134
H 0.66073 -0.07957 6.22963
H -0.73100 0.85634 5.61567
H -0.55738 -0.86681 5.18306
H 3.44147 0.32215 4.30199
H 3.02685 2.05015 3.98998
H 2.60113 1.28890 5.55823
H -0.92867 2.05853 3.24781
H 0.59575 2.98041 3.21381
*
```

The calculation puts the total energy at -79372.0353 eV. The frontier orbital gap (spin up / spin down) comes out at 0.2233 / 0.2225 hartree.

[2]
3 unconnected molecules or ions with the total composition C27H52N3O5S at a distorted geometry. Source: the Open Molecules 2025 dataset; level of theory: ωB97M-V/def2-TZVPD.

ORCA input file:
```
! RIJCOSX wB97M-V def2-TZVPD def2/J DEFGRID3
* xyz 1 1
O 8.83198 2.73053 -0.21733
N 8.33777 3.75885 -0.37942
O 7.77734 3.84682 -1.71965
C 6.50181 4.46516 -1.64331
C 5.39343 3.48620 -2.06409
C 4.06568 4.00893 -1.48971
C 2.91104 3.91422 -2.52984
C 1.58872 4.08900 -1.78600
C 0.43410 4.62299 -2.66182
C -0.88698 4.45166 -1.85181
C -1.88140 3.59751 -2.66906
S -3.09284 2.76860 -1.64958
O -4.36528 2.86593 -2.27782
O -3.01831 3.24820 -0.31190
O -2.58514 1.24895 -1.66285
C 2.99019 2.62932 -3.40023
C 2.74230 1.34411 -2.60000
C 3.78013 0.54067 -2.22074
C 3.49426 -0.59749 -1.49566
C 2.19562 -0.86436 -1.17335
C 1.23659 0.00481 -1.61967
N 1.46601 1.09863 -2.32945
C 4.30331 2.64202 -4.19375
N 5.40855 3.43929 -3.55246
H 6.30847 4.68080 -0.58764
H 6.45046 5.42243 -2.17535
H 5.65649 2.54524 -1.58992
H 4.19725 5.06307 -1.24429
H 3.75017 3.42786 -0.62579
H 3.01270 4.76502 -3.21993
H 1.26978 3.20467 -1.23929
H 1.76050 4.86521 -1.03123
H 0.58134 5.69981 -2.74925
H 0.38558 4.12495 -3.62882
H -1.31822 5.41086 -1.57314
H -0.69779 3.91862 -0.92031
H -1.30030 2.82157 -3.16892
H -2.37614 4.23265 -3.39891
H -3.38160 0.70749 -1.52987
H 2.18166 2.68896 -4.13051
H 4.81850 0.71024 -2.46281
H 4.30198 -1.24398 -1.18007
H 1.94359 -1.73548 -0.58709
H 0.19912 -0.22572 -1.38821
H 4.09332 3.13615 -5.14384
H 4.66641 1.65783 -4.47532
H 5.46133 4.38806 -3.92368
H 6.29180 2.99216 -3.81543
C -2.71130 -1.85905 0.17675
C -1.47835 -2.71702 0.43722
C -1.04298 -3.53271 -0.77858
C -2.06404 -4.55728 -1.27345
C -2.50023 -5.58754 -0.23300
C -1.35737 -6.46618 0.26710
H -3.58316 -2.46870 -0.06510
H -2.95534 -1.26970 1.06255
H -2.53297 -1.16790 -0.65066
H -1.66214 -3.37356 1.29148
H -0.65202 -2.06015 0.72968
H -0.10269 -4.04142 -0.54305
H -0.81407 -2.84579 -1.60252
H -1.63854 -5.08043 -2.13553
H -2.95021 -4.03746 -1.64887
H -3.26202 -6.22877 -0.68294
H -2.98078 -5.09239 0.61569
H -0.88570 -6.99960 -0.56070
H -1.72890 -7.20761 0.97526
H -0.59094 -5.88067 0.77828
C -4.27156 -0.67112 4.04986
C -3.14947 -1.59222 4.52008
C -3.46438 -3.07590 4.33462
C -4.66965 -3.58697 5.12496
C -4.58702 -3.38019 6.63626
C -3.42134 -4.11952 7.28665
H -5.18817 -0.82099 4.62154
H -3.97931 0.37362 4.16651
H -4.49493 -0.84317 2.99437
H -2.91510 -1.37978 5.56654
H -2.24414 -1.35853 3.95090
H -2.57869 -3.66024 4.60197
H -3.64091 -3.27049 3.27033
H -4.78964 -4.65538 4.91907
H -5.57974 -3.10809 4.75250
H -5.51862 -3.73597 7.08357
H -4.52307 -2.31432 6.87206
H -3.48524 -5.19243 7.09437
H -3.43149 -3.97141 8.36736
H -2.45902 -3.76207 6.91604
*
```

The calculation puts the total energy at -54376.3534 eV. The frontier orbital gap comes out at 0.3239 hartree.